1.
# C16H32CrN2O18

A molecular structure, C16H32CrN2O18 in a non-equilibrium geometry (wB97M-V/def2-TZVPD, the OMol25 dataset).

The geometry in XYZ format:
```
69
Properties=species:S:1:pos:R:3:lowdin_charge:R:1
O -0.884 4.433 1.718 0.073
O -0.425 -0.415 2.231 0.051
C -0.531 -4.666 3.113 -0.052
C -0.395 1.573 -2.848 -0.374
H 3.909 4.084 -3.355 0.085
H 5.076 1.805 1.630 0.128
H 0.136 -1.384 -5.219 0.077
H 4.719 3.963 2.424 0.076
C 0.352 3.075 -4.629 -0.079
H -1.810 -0.769 -2.942 0.100
H -6.082 -0.123 -0.130 0.093
C 3.836 3.324 2.451 -0.035
H 4.885 3.443 -2.217 0.092
N 1.621 -1.523 -0.028 -0.586
H -0.596 -4.939 2.060 0.070
H 2.379 -1.596 4.570 0.105
H -1.244 -3.459 4.680 0.125
O -4.104 0.611 0.478 0.016
C -0.472 -1.404 3.005 -0.463
H -1.996 -2.096 -1.446 0.093
H -0.732 -5.596 3.644 0.080
H -0.481 -2.527 -4.017 0.082
C -5.487 0.308 0.675 -0.045
C 1.853 -1.449 3.627 -0.024
H -3.470 -3.755 0.703 0.083
N -0.686 3.277 1.579 -0.634
O 1.801 -0.483 0.579 -0.097
H 2.373 -1.805 2.737 0.092
O 0.548 -1.515 -0.644 -0.022
C 4.067 2.172 1.445 -0.231
C 2.811 2.703 -0.491 -0.439
H -1.704 -3.649 0.449 0.052
H -2.480 -3.963 3.551 0.120
H 4.049 5.041 -1.933 0.098
O -1.986 -0.063 0.114 0.077
Cr 0.094 0.791 0.401 0.909
H 0.652 -1.245 -3.516 0.078
C -3.162 -0.311 0.114 -0.449
O -1.417 -2.347 2.900 0.049
O 0.074 2.609 2.258 -0.034
O 0.501 -1.801 3.803 0.008
O 1.772 2.240 -0.096 0.095
O 2.844 3.264 -1.773 -0.004
C -0.175 -1.494 -4.180 -0.038
H 0.462 -4.321 3.400 0.072
O -1.219 2.613 0.668 -0.078
O -0.419 1.267 -1.659 0.068
C -2.901 -2.508 -1.000 -0.192
H -2.571 -4.664 -0.542 0.076
O -0.818 0.802 -3.913 0.015
H 1.943 -0.394 3.370 0.089
C -1.470 -3.559 3.619 -0.214
C 3.954 4.008 -2.268 -0.057
H -2.120 -0.556 -4.566 0.127
H -0.582 2.957 -5.180 0.095
O 0.180 2.762 -3.295 -0.001
H 3.650 2.776 3.375 0.082
H 2.984 3.918 2.122 0.082
H -3.521 -2.825 -1.838 0.121
H -5.588 -0.401 1.497 0.091
O 3.986 2.727 0.189 0.032
O -3.701 -1.476 -0.422 0.001
H 0.619 4.124 -4.755 0.100
H -5.883 1.241 1.076 0.099
C -1.290 -0.505 -3.862 -0.230
O 2.455 -2.421 -0.035 0.047
H 3.368 1.360 1.646 0.111
H 1.123 2.438 -5.062 0.101
C -2.676 -3.701 -0.041 -0.038
```

Computed properties:
* spin multiplicity: 5
* orbital gap (alpha / beta): 8.599 / 9.007 eV
* HOMO energy (alpha / beta): -7.99 / -8.40 eV
* energy relative to the best compared isomer or geometry (same formula, charge and spin): 0.0 kcal per mole
* ⟨S²⟩: 6.0064
* DFT total energy: -3136.92799 Eh
* F_max: 4.44 eV/A



2.
# C30H26BrIrN3S4

A molecular structure, C30H26BrIrN3S4 (wB97M-V/def2-TZVPD, the OMol25 dataset).

The geometry in XYZ format:
```
65
Properties=species:S:1:pos:R:3:lowdin_charge:R:1
N 0.282 0.687 2.192 -0.102
H 4.060 -3.452 -0.382 0.135
C 3.019 -3.267 -0.158 0.028
C 0.685 -0.471 2.780 -0.186
C 5.772 3.212 0.578 -0.052
H 0.483 -1.954 -4.447 0.130
C 3.041 2.930 0.042 -0.611
C -0.219 1.619 3.039 -0.688
H 3.064 5.040 -0.363 0.117
H -0.189 -0.027 5.996 0.133
S -1.491 -1.012 -0.401 1.024
H 0.746 0.570 -6.907 0.102
H 0.046 2.284 -4.851 0.138
H 0.384 2.476 -2.451 0.021
H 6.824 3.329 0.798 0.119
C 5.169 1.981 0.723 -0.076
C 0.448 -0.950 -4.047 0.016
C 3.807 1.853 0.430 -0.535
H -0.975 0.371 -6.631 0.103
C 0.839 -4.020 0.466 0.027
H 0.077 -1.051 -6.666 0.088
Br -0.581 3.375 2.542 0.877
C -1.009 -2.333 0.726 -0.333
C 2.518 -1.979 -0.213 -0.351
S -1.395 1.983 -0.385 0.620
N 0.604 0.446 -2.100 -0.166
H -1.670 -3.190 0.613 0.105
H 0.785 -1.622 -2.066 0.086
H 5.734 1.126 1.072 0.117
Ir 0.492 0.629 -0.015 0.864
C 0.209 1.386 -4.269 0.022
H -3.855 -1.965 1.148 0.117
H 2.531 -5.321 0.237 0.133
C 5.006 4.309 0.183 -0.037
C 0.404 -2.707 0.399 -0.340
C 3.654 4.178 -0.079 -0.086
H 5.469 5.282 0.091 0.122
H 4.433 -1.057 -0.506 0.108
C -3.819 1.900 0.878 -0.083
C -2.789 -0.214 0.476 -0.532
N 1.231 -1.706 0.062 -0.054
H 1.158 -1.187 2.138 0.064
C -0.044 0.168 4.941 -0.011
H -3.804 2.980 0.803 0.118
S 2.975 0.369 0.804 1.034
C 0.621 -0.767 -2.695 -0.152
C -4.887 1.245 1.475 -0.038
C 0.008 -0.012 -6.354 -0.013
C 0.224 0.141 -4.880 -0.225
C -3.842 -0.884 1.083 -0.063
C 2.166 -4.304 0.185 0.012
H 3.129 -0.331 -1.480 0.096
S 1.326 2.823 -0.312 0.636
H -0.813 2.165 5.011 0.109
H -5.735 -0.644 2.054 0.120
H 0.150 -4.802 0.755 0.135
H -1.099 -1.949 1.745 0.094
C -2.755 1.160 0.375 -0.640
C 0.539 -0.772 4.108 -0.022
H 0.894 -1.722 4.483 0.127
C 0.395 1.507 -2.910 -0.173
H -5.720 1.822 1.854 0.122
C -0.406 1.375 4.398 -0.093
C 3.378 -0.795 -0.525 -0.310
C -4.897 -0.141 1.592 -0.046
```

Computed properties:
* total charge: +2
* spin multiplicity: 2
* orbital gap (alpha / beta): 6.730 / 5.473 eV
* HOMO energy (alpha / beta): -13.04 / -13.00 eV
* energy relative to the best compared isomer or geometry (same formula, charge and spin): 41.5 kcal per mole
* ⟨S²⟩: 0.7587
* DFT total energy: -5593.69417 Eh
* F_max: 0.62 eV/A



3.
# C38H57BCdF4N5O2S4

A molecular structure, C38H57BCdF4N5O2S4 (wB97M-V/def2-TZVPD, the OMol25 dataset).

The geometry in XYZ format:
```
112
Properties=species:S:1:pos:R:3:lowdin_charge:R:1
H 0.675 -1.086 5.806 0.093
H -0.719 -0.356 -3.889 0.062
H 2.046 -3.262 -2.353 0.062
O -1.462 1.561 -0.567 -0.554
C 3.144 1.793 -1.901 -0.467
C -1.048 1.108 3.275 -0.430
H -0.500 -3.740 2.168 0.035
H -2.140 3.994 -0.389 0.084
H -2.772 2.570 2.005 0.086
C -2.659 -1.825 -0.715 -0.220
H -6.038 -2.108 -1.322 0.075
C -2.373 4.545 -2.481 -0.235
S 4.347 -0.871 -0.167 1.062
H -1.743 4.989 -3.255 0.111
H 1.299 2.281 -2.864 0.043
F 2.486 -0.939 2.623 0.036
C -2.993 3.249 -2.999 -0.234
H -2.320 -1.311 -2.852 0.102
H -4.686 -2.327 -2.447 0.075
C -4.534 -1.573 0.920 -0.064
C -0.446 -4.456 1.350 -0.076
Cd 0.369 -0.706 0.767 1.479
C 4.443 2.324 -3.947 -0.424
N -1.664 2.267 3.750 -0.158
C -0.047 -2.938 -4.077 -0.051
F 3.093 -0.646 4.816 0.087
H 6.482 -1.580 0.746 0.063
H -3.730 2.874 -2.284 0.109
H 0.095 -3.984 -3.803 0.067
S -0.836 2.466 -1.579 0.939
H 1.225 4.150 3.079 0.084
H -2.116 1.217 -3.111 0.069
H 0.460 -5.893 -0.614 0.080
H -3.127 5.283 -2.203 0.109
C 1.798 4.899 1.139 -0.431
H -4.237 0.088 -2.083 0.073
H 4.855 2.409 1.197 0.116
C -0.464 -2.548 -0.342 -0.259
H 1.819 -2.999 1.370 0.051
H -1.933 3.195 5.626 0.086
F 2.448 -2.722 4.080 0.068
H -1.178 2.486 -3.936 0.096
C 6.017 0.524 1.156 -0.180
C 0.359 -1.993 -2.934 -0.525
C 2.367 2.212 -2.940 -0.174
C 1.724 -3.676 0.517 -0.062
C 2.699 1.366 -0.484 -0.634
H 1.671 5.965 1.228 0.052
H 2.135 -1.580 -1.773 0.030
C 1.868 2.630 1.603 -0.128
C 1.571 3.936 2.077 -0.193
C -4.980 -2.379 -1.397 -0.057
H 2.442 -1.964 -3.465 0.088
H 0.124 -5.321 1.698 0.085
H 6.877 0.818 1.739 0.096
H -0.881 0.474 5.215 0.127
C -2.265 3.147 2.776 -0.068
C 4.915 1.378 0.879 -0.138
H -4.862 -3.414 -1.069 0.083
H -1.460 -4.784 1.116 0.087
H -1.163 1.480 1.361 0.003
H -3.634 0.673 -0.534 0.058
B 3.152 -1.538 3.729 -1.279
H -1.097 -2.802 -4.339 0.075
S 2.379 4.214 -0.322 1.043
H -4.406 -2.597 1.274 0.081
N 0.104 -1.705 5.245 0.143
C -1.527 4.141 -1.277 -0.292
H 0.471 0.142 -2.652 0.047
C -1.835 2.269 -3.091 -0.306
H -3.005 3.771 3.281 0.090
H -0.917 -5.006 -1.301 0.095
H -3.491 3.382 -3.961 0.111
H 1.808 1.732 2.201 0.107
H 5.234 2.468 -4.664 0.053
H 2.151 -4.637 0.821 0.087
F 4.459 -1.855 3.428 0.136
H 0.656 -2.532 5.043 0.084
S 4.800 1.773 -2.369 1.063
H 1.011 -0.391 -4.252 0.086
H 0.561 -2.734 -4.964 0.079
H -0.708 4.821 -1.047 0.070
N -0.689 0.219 4.262 0.145
C -4.356 0.003 -1.000 -0.059
C -4.114 -1.444 -0.544 -0.558
C -1.139 2.965 4.911 -0.066
C 3.106 2.517 -4.114 -0.191
H -3.928 -0.922 1.553 0.080
C 0.268 -0.553 -3.465 -0.063
H 2.335 -3.280 -0.288 0.039
C -1.803 -2.321 0.226 -0.122
H -0.371 2.384 5.416 0.083
H 0.053 -2.580 2.974 0.033
H -0.672 3.908 4.607 0.078
H -5.371 0.324 -0.745 0.077
N -0.864 0.805 2.057 0.102
C 1.830 -2.225 -2.597 -0.059
N -0.388 -1.664 2.920 0.087
H 2.660 2.856 -5.039 0.093
C -0.617 -2.129 -1.759 -0.175
O 1.629 0.508 -0.568 -0.318
C 2.305 2.617 0.313 -0.450
C -1.917 -1.717 -1.930 -0.044
H -1.523 3.804 2.303 0.085
C 5.844 -0.720 0.638 -0.405
C 0.253 -3.857 0.118 -0.539
C -0.309 -1.107 4.058 -0.492
H -5.585 -1.298 1.040 0.076
H -2.058 -2.549 1.249 0.074
H 0.720 -4.672 -1.858 0.049
C 0.124 -4.920 -0.985 -0.046
C 3.937 0.762 0.156 -0.532
```

Computed properties:
* total charge: -1
* orbital gap: 6.344 eV
* HOMO energy: -4.38 eV
* energy relative to the best compared isomer or geometry (same formula, charge and spin): 42.1 kcal per mole
* DFT total energy: -4091.56704 Eh
* F_max: 0.69 eV/A



4.
# C12H11AsN4O6ReS7

A molecular structure, C12H11AsN4O6ReS7 in a non-equilibrium geometry (wB97M-V/def2-TZVPD, the OMol25 dataset).

The geometry in XYZ format:
```
42
Properties=species:S:1:pos:R:3:lowdin_charge:R:1
S -0.654 2.199 1.792 0.660
O 1.721 -3.077 2.834 -0.207
H -1.936 -6.676 -0.780 0.109
H -2.093 2.658 -2.098 0.094
C -0.210 -6.071 0.337 -0.072
C 0.225 2.723 3.136 -1.110
C -1.251 -3.495 0.109 -0.366
H 2.732 2.571 -3.392 0.155
O 1.894 -1.311 0.682 -0.577
O -1.756 -2.226 0.006 -0.278
C 0.467 -5.009 0.915 -0.068
H -2.857 -4.379 -0.974 0.125
H 1.386 -5.168 1.462 0.107
C 1.483 2.251 3.451 -1.105
C 0.929 4.040 5.286 -1.511
H -1.155 4.483 -5.105 0.090
S -0.424 3.935 4.207 0.911
C -1.929 -4.565 -0.449 0.003
C -1.405 -5.844 -0.334 -0.057
H 2.315 -2.445 3.260 0.060
O -0.914 -0.004 -0.460 -0.693
S 1.922 1.540 -0.862 0.653
H -1.731 4.877 -3.472 0.095
H 0.190 -7.073 0.416 0.106
C -0.183 3.421 -3.580 -0.322
N 0.994 3.410 -4.125 0.135
S 2.220 2.957 4.861 0.913
O -0.112 -0.999 2.208 -0.542
N -0.162 2.760 -2.373 -0.056
C -1.398 4.072 -4.129 0.000
S 0.982 5.036 6.570 0.571
H -1.211 1.804 -1.002 0.020
S -1.215 -1.234 -1.325 0.841
O 0.012 -1.878 -1.748 -0.414
S 2.321 1.138 2.486 0.632
C 1.087 2.321 -2.139 -0.650
N -1.269 2.696 -1.508 0.141
N 1.751 2.725 -3.229 0.015
Re 0.691 0.464 0.930 0.751
C -0.067 -3.728 0.806 -0.209
H -2.219 3.361 -4.245 0.087
As 0.829 -2.261 1.576 0.961
```

Computed properties:
* spin multiplicity: 2
* orbital gap (alpha / beta): 5.770 / 6.845 eV
* HOMO energy (alpha / beta): -7.67 / -7.53 eV
* energy relative to the best compared isomer or geometry (same formula, charge and spin): 2.9 kcal per mole
* ⟨S²⟩: 1.1843
* DFT total energy: -6235.75632 Eh
* F_max: 1.05 eV/A



> The lowest F_max belongs to which entry?

C30H26BrIrN3S4